Entry 1:
{"formula": "C29H33CoN8O10", "method": "ωB97M-V/def2-TZVPD", "species": ["Co", "C", "C", "O", "N", "C", "C", "C", "C", "C", "C", "N", "H", "H", "H", "H", "H", "H", "H", "H", "H", "H", "C", "N", "N", "C", "O", "C", "C", "C", "C", "C", "C", "C", "C", "C", "H", "H", "H", "H", "H", "H", "H", "H", "H", "H", "H", "H", "O", "N", "O", "C", "C", "C", "C", "O", "C", "C", "N", "O", "O", "N", "O", "O", "H", "H", "C", "N", "C", "C", "C", "O", "H", "H", "H", "H", "H", "H", "H", "H", "H"], "coordinates": [[0.422, -0.833, 0.742], [4.591, 0.760, 0.629], [3.429, 0.056, 1.275], [2.571, -0.512, 0.603], [3.367, 0.099, 2.620], [2.346, -0.627, 3.365], [1.060, 0.158, 3.490], [0.793, 0.868, 4.651], [-0.360, 1.631, 4.741], [-1.211, 1.674, 3.650], [-0.884, 0.940, 2.527], [0.217, 0.186, 2.446], [4.617, 0.491, -0.423], [5.535, 0.494, 1.104], [4.459, 1.840, 0.717], [4.112, 0.549, 3.125], [2.739, -0.831, 4.358], [2.165, -1.579, 2.874], [1.488, 0.813, 5.478], [-0.585, 2.182, 5.644], [-2.118, 2.260, 3.660], [-1.513, 0.943, 1.650], [2.196, 4.494, -2.478], [1.820, 3.127, -2.194], [0.994, 2.802, -1.139], [0.924, 1.437, -1.025], [0.153, 0.907, -0.175], [1.788, 0.910, -2.012], [2.308, 1.975, -2.703], [3.267, 1.972, -3.842], [0.229, 3.761, -0.421], [0.413, 3.870, 0.950], [-0.334, 4.793, 1.664], [-1.248, 5.607, 1.008], [-1.428, 5.489, -0.363], [-0.697, 4.555, -1.082], [2.344, 5.040, -1.547], [1.444, 5.007, -3.076], [3.135, 4.477, -3.025], [1.949, -0.136, -2.195], [3.442, 0.947, -4.158], [4.225, 2.412, -3.558], [2.876, 2.531, -4.692], [1.133, 3.228, 1.443], [-0.195, 4.884, 2.733], [-1.821, 6.335, 1.565], [-2.146, 6.117, -0.873], [-0.848, 4.433, -2.147], [-1.869, -7.587, -0.763], [-1.514, -6.952, -1.734], [-1.602, -7.319, -2.887], [-0.939, -5.625, -1.495], [-0.815, -5.166, -0.211], [-0.276, -3.909, 0.013], [0.130, -3.016, -1.045], [0.553, -1.840, -0.881], [-0.018, -3.600, -2.358], [-0.527, -4.854, -2.572], [0.341, -2.850, -3.576], [0.399, -3.475, -4.616], [0.539, -1.654, -3.488], [-0.111, -3.566, 1.405], [0.547, -2.558, 1.734], [-0.576, -4.286, 2.250], [-1.119, -5.785, 0.619], [-0.618, -5.231, -3.580], [-5.014, -1.667, -0.705], [-3.900, -1.707, 0.231], [-4.165, -2.358, 1.507], [-2.669, -1.271, -0.070], [-2.427, -0.704, -1.444], [-1.751, -1.349, 0.766], [-5.938, -1.566, -0.139], [-5.072, -2.584, -1.296], [-4.937, -0.816, -1.375], [-4.667, -3.310, 1.329], [-4.811, -1.734, 2.126], [-3.231, -2.533, 2.028], [-2.787, -1.381, -2.220], [-1.363, -0.528, -1.569], [-2.953, 0.245, -1.561]], "atomic_forces_ev_per_a": [[-0.064, -0.035, -0.115], [0.020, -0.015, 0.007], [-0.012, 0.040, -0.010], [0.036, -0.045, 0.058], [0.004, -0.044, -0.008], [-0.013, 0.039, -0.021], [0.003, 0.019, -0.002], [-0.016, -0.014, 0.007], [0.001, -0.001, -0.034], [0.018, 0.004, 0.042], [-0.018, -0.011, -0.015], [0.040, 0.004, 0.018], [0.004, 0.003, 0.003], [-0.001, 0.003, 0.002], [-0.009, 0.005, -0.004], [-0.010, 0.010, 0.003], [-0.006, 0.005, 0.001], [-0.012, -0.021, -0.005], [-0.003, 0.004, 0.004], [0.002, 0.000, 0.004], [-0.003, 0.000, 0.005], [0.007, -0.002, -0.003], [0.023, 0.011, 0.020], [-0.042, -0.049, -0.016], [-0.023, -0.028, -0.009], [-0.047, -0.027, 0.026], [0.060, 0.004, 0.048], [-0.016, -0.007, -0.010], [0.033, 0.030, -0.002], [-0.008, -0.005, -0.004], [-0.010, 0.014, -0.024], [0.005, 0.002, 0.002], [-0.007, -0.010, 0.003], [-0.004, 0.008, 0.003], [0.003, -0.006, -0.002], [0.000, -0.006, 0.008], [0.012, -0.002, -0.004], [-0.003, 0.000, 0.009], [-0.006, 0.004, -0.012], [-0.021, -0.014, -0.024], [0.003, 0.001, -0.004], [0.003, 0.000, 0.004], [0.001, -0.004, -0.002], [0.008, -0.004, 0.001], [0.000, 0.001, 0.001], [0.000, -0.001, 0.000], [-0.001, -0.001, -0.002], [-0.002, 0.002, -0.005], [0.008, 0.006, -0.014], [-0.013, 0.006, 0.004], [0.007, 0.003, 0.016], [-0.011, -0.003, -0.012], [0.025, -0.006, -0.008], [0.015, 0.001, 0.011], [-0.011, 0.000, 0.005], [0.068, -0.019, 0.005], [-0.025, -0.010, -0.017], [-0.010, 0.041, -0.007], [0.010, 0.070, 0.012], [0.032, -0.032, 0.047], [-0.033, 0.000, 0.009], [-0.146, 0.050, 0.014], [0.011, 0.028, 0.002], [0.080, -0.048, -0.014], [-0.002, -0.004, 0.004], [0.006, -0.008, -0.017], [-0.005, 0.009, 0.004], [0.013, -0.021, -0.003], [0.000, -0.011, 0.001], [0.027, -0.054, -0.071], [-0.002, 0.046, 0.024], [0.048, 0.122, 0.081], [0.000, 0.004, -0.002], [-0.002, -0.002, 0.005], [0.003, -0.002, -0.006], [0.004, -0.001, 0.004], [-0.006, -0.002, -0.004], [0.000, 0.003, 0.001], [0.007, -0.003, -0.007], [-0.018, -0.021, -0.011], [-0.011, -0.001, -0.001]], "homo_lumo_gap_ev": [7.62, 7.62], "charge": 1, "multiplicity": 2, "e_above_lowest_kj_mol": 0.0, "e_homo_ev": [-11.0, -10.9], "energy_ha": -3697.74230}

=====

Entry 2:
{"formula": "C29H33F7N4O21", "method": "ωB97M-V/def2-TZVPD", "species": ["O", "C", "O", "C", "C", "F", "O", "H", "H", "H", "O", "C", "O", "C", "C", "F", "O", "H", "H", "H", "O", "C", "O", "C", "C", "F", "O", "H", "H", "H", "O", "C", "O", "C", "C", "F", "O", "H", "H", "H", "O", "C", "O", "C", "C", "F", "O", "H", "H", "H", "O", "C", "O", "C", "C", "F", "O", "H", "H", "H", "O", "C", "O", "C", "C", "F", "O", "H", "H", "H", "C", "C", "N", "H", "H", "H", "C", "C", "N", "H", "H", "H", "C", "C", "N", "H", "H", "H", "C", "C", "N", "H", "H", "H"], "coordinates": [[-1.769, 2.718, 0.581], [-1.400, 3.761, 1.011], [-2.238, 4.621, 1.652], [-1.464, 5.621, 2.284], [-0.051, 5.434, 1.740], [0.893, 5.386, 2.728], [-0.124, 4.149, 1.143], [-1.774, 6.582, 1.857], [-1.569, 5.634, 3.367], [0.266, 6.195, 1.026], [-0.780, 2.224, -3.125], [-1.085, 2.426, -4.253], [-0.814, 3.585, -4.898], [-1.196, 3.404, -6.244], [-2.289, 2.377, -6.159], [-2.238, 1.578, -7.255], [-1.881, 1.612, -5.021], [-1.547, 4.277, -6.795], [-0.375, 2.996, -6.840], [-3.278, 2.819, -6.037], [4.512, -3.001, -4.506], [4.099, -2.220, -3.725], [3.577, -2.526, -2.519], [3.554, -1.347, -1.741], [3.294, -0.307, -2.817], [3.942, 0.860, -2.469], [3.942, -0.863, -3.949], [2.768, -1.344, -0.991], [4.511, -1.161, -1.249], [2.254, -0.048, -3.005], [1.315, -6.282, 1.356], [0.269, -5.812, 1.097], [-0.244, -4.671, 1.645], [-1.502, -4.395, 1.057], [-1.890, -5.701, 0.388], [-2.324, -5.469, -0.884], [-0.665, -6.394, 0.320], [-2.230, -4.056, 1.787], [-1.361, -3.657, 0.266], [-2.675, -6.259, 0.895], [2.719, -2.707, 1.009], [3.177, -3.165, 1.993], [3.513, -2.452, 3.093], [3.881, -3.367, 4.126], [3.479, -4.724, 3.550], [2.236, -5.148, 3.966], [3.457, -4.466, 2.189], [4.958, -3.356, 4.292], [3.341, -3.128, 5.038], [4.139, -5.542, 3.836], [-0.770, -2.185, -2.856], [-1.783, -1.659, -3.199], [-2.519, -2.079, -4.240], [-3.628, -1.200, -4.425], [-3.594, -0.307, -3.188], [-4.603, -0.576, -2.303], [-2.358, -0.606, -2.592], [-3.359, -0.586, -5.290], [-4.543, -1.751, -4.623], [-3.573, 0.758, -3.408], [1.690, 1.657, 1.742], [0.978, 1.026, 1.017], [1.023, 1.110, -0.314], [0.025, 0.262, -0.872], [-0.311, -0.659, 0.292], [0.302, -1.870, 0.187], [0.072, 0.114, 1.415], [-0.813, 0.844, -1.240], [0.487, -0.321, -1.664], [-1.373, -0.896, 0.378], [1.755, 2.091, 4.240], [3.059, 2.317, 4.844], [4.106, 2.411, 5.299], [1.232, 3.037, 4.077], [1.119, 1.532, 4.922], [1.890, 1.604, 3.274], [-5.489, -2.982, -0.852], [-4.536, -2.429, 0.108], [-3.773, -2.025, 0.860], [-6.255, -2.245, -1.091], [-5.973, -3.883, -0.486], [-4.924, -3.135, -1.771], [3.580, 3.999, 2.207], [3.878, 5.440, 2.308], [4.149, 6.551, 2.400], [3.797, 3.625, 1.213], [2.538, 3.876, 2.488], [4.205, 3.474, 2.929], [-1.574, 1.399, 3.786], [-2.349, 2.597, 4.124], [-2.956, 3.535, 4.393], [-2.235, 0.666, 3.333], [-1.098, 1.050, 4.698], [-0.825, 1.728, 3.064]], "atomic_forces_ev_per_a": [[0.250, -0.255, -0.781], [-0.982, -0.199, 1.815], [0.582, -0.388, -0.483], [-0.040, 1.756, -0.976], [0.046, -0.675, 0.698], [-0.386, -0.009, -0.135], [0.585, 0.438, -0.651], [-0.381, -0.048, 0.525], [0.110, -0.371, -0.024], [0.079, -0.218, -0.046], [0.033, -0.431, -0.517], [-0.350, 0.663, 0.940], [0.055, -0.100, -0.173], [-0.023, 0.040, -1.306], [0.988, -0.371, -0.175], [-0.479, -0.085, 0.159], [-0.228, 0.496, -0.061], [0.141, 0.442, 0.756], [0.082, -0.124, 0.202], [-0.207, -0.459, 0.073], [0.282, 0.118, -0.189], [-0.909, 0.343, -0.059], [0.516, -0.635, 0.331], [-0.881, 0.765, -0.011], [1.382, 0.491, 0.518], [-0.255, -0.188, -0.331], [-0.242, -0.257, 0.197], [0.013, -0.500, -0.060], [0.064, -0.018, -0.131], [0.011, -0.120, -0.266], [0.522, -0.084, -0.191], [-0.611, 0.533, 0.993], [0.438, -0.291, 0.026], [-0.049, 0.158, -0.427], [0.491, 0.349, -0.118], [-0.156, -0.030, -0.167], [-0.885, -0.548, -0.395], [0.195, 0.076, 0.133], [-0.154, 0.156, 0.121], [0.196, -0.364, -0.015], [0.051, 0.288, -0.691], [0.182, 0.459, 0.557], [-0.139, -0.094, 0.142], [-0.233, -0.317, 0.109], [0.145, -0.210, 0.714], [0.003, 0.517, -0.010], [-0.086, -0.924, -0.172], [-0.002, 0.219, -0.014], [0.030, 0.028, -0.020], [0.220, 0.131, -0.520], [-0.260, 0.550, 0.057], [0.684, -1.324, -0.109], [-0.383, -0.137, 0.149], [0.785, 0.587, -0.563], [0.217, 0.238, -0.079], [0.087, -0.027, -0.115], [-0.388, 0.251, 0.202], [-0.384, -0.046, -0.024], [-0.016, -0.010, 0.326], [-0.392, -0.053, 0.118], [-0.517, -0.263, -1.893], [0.707, 0.105, -0.784], [0.109, 0.359, 0.287], [0.342, -0.678, -0.050], [-1.837, 0.288, -0.630], [0.614, 0.407, 0.453], [0.378, -0.864, 0.070], [0.025, 0.008, 0.159], [-0.185, 0.042, -0.124], [0.015, 0.272, 0.164], [0.024, 0.414, 1.212], [-0.473, -0.244, 0.165], [0.390, 0.130, 0.155], [0.190, 0.085, -0.085], [0.183, -0.269, 0.062], [-0.160, -0.036, 1.123], [0.179, 0.562, -0.275], [-0.403, -0.256, 0.043], [0.217, 0.137, 0.117], [0.010, 0.038, 0.175], [0.213, -0.121, -0.016], [-0.183, -0.436, -0.015], [0.280, 0.798, 0.404], [0.241, -0.518, -0.138], [-0.121, 0.104, -0.039], [-0.216, 0.015, -0.101], [0.119, -0.257, -0.323], [-0.010, 0.010, -0.069], [-0.193, 0.924, -0.061], [-0.306, 0.043, 0.182], [0.206, -0.137, -0.022], [0.140, -0.163, 0.044], [0.012, -0.299, -0.116], [0.046, -0.381, 0.068]], "homo_lumo_gap_ev": 10.44, "smiles": "O=C1OC[C@@H](F)O1.O=C1OC[C@@H](F)O1.O=C1OC[C@@H](F)O1.O=C1OC[C@@H](F)O1.O=C1OC[C@@H](F)O1.O=C1OC[C@@H](F)O1.O=C1OC[C@@H](F)O1.CC#N.CC#N.CC#N.CC#N", "e_above_lowest_kj_mol": 155.9, "e_homo_ev": -10.6, "energy_ha": -3623.03551}

=====

Entry 3:
{"formula": "C29H33FeN3O", "method": "ωB97M-V/def2-TZVPD", "species": ["Fe", "N", "N", "C", "C", "C", "C", "H", "H", "H", "C", "C", "H", "H", "H", "C", "C", "H", "H", "H", "C", "H", "H", "H", "C", "H", "H", "H", "C", "H", "C", "H", "C", "H", "C", "H", "C", "C", "H", "C", "C", "H", "C", "H", "N", "C", "C", "C", "H", "C", "C", "H", "H", "H", "C", "H", "C", "C", "H", "H", "H", "C", "H", "H", "H", "O", "C"], "coordinates": [[-0.034, -0.038, 0.014], [-1.225, -1.837, 2.134], [-0.471, -2.006, -1.175], [1.076, 1.573, -0.521], [1.933, 0.453, -0.202], [1.628, 0.022, 1.140], [2.370, -1.022, 1.912], [2.960, -1.645, 1.229], [1.679, -1.653, 2.484], [3.069, -0.560, 2.625], [0.576, 0.862, 1.657], [0.034, 0.810, 3.046], [0.780, 1.147, 3.787], [-0.245, -0.228, 3.281], [-0.862, 1.438, 3.142], [0.229, 1.825, 0.619], [-0.700, 2.988, 0.766], [-1.524, 2.748, 1.451], [-1.115, 3.270, -0.212], [-0.176, 3.874, 1.164], [3.033, -0.099, -1.053], [3.984, -0.129, -0.499], [3.187, 0.518, -1.945], [2.805, -1.130, -1.368], [1.152, 2.429, -1.746], [0.148, 2.595, -2.160], [1.764, 1.945, -2.515], [1.604, 3.413, -1.532], [-2.093, -2.244, 3.063], [-2.254, -1.577, 3.914], [-2.761, -3.477, 2.963], [-3.484, -3.751, 3.724], [-2.450, -4.324, 1.892], [-2.939, -5.288, 1.775], [-1.487, -3.928, 0.972], [-1.152, -4.542, 0.133], [-0.936, -2.646, 1.117], [0.039, -2.062, 0.166], [1.023, -2.558, 0.228], [-0.591, -0.711, -1.652], [-0.266, -2.882, -2.234], [-0.191, -3.944, -2.087], [-0.322, -2.145, -3.363], [-0.246, -2.448, -4.387], [-0.486, -0.814, -2.997], [-0.437, 0.274, -3.929], [0.734, 0.478, -4.670], [0.778, 1.580, -5.530], [1.686, 1.756, -6.111], [-0.312, 2.442, -5.666], [-0.245, 3.627, -6.581], [-0.269, 4.567, -6.019], [-1.091, 3.641, -7.276], [0.679, 3.610, -7.165], [-1.472, 2.190, -4.929], [-2.344, 2.835, -5.055], [-1.555, 1.104, -4.055], [-2.833, 0.787, -3.345], [-3.267, -0.167, -3.685], [-3.561, 1.573, -3.576], [-2.718, 0.741, -2.253], [1.931, -0.416, -4.558], [1.920, -1.196, -5.336], [2.016, -0.907, -3.582], [2.844, 0.179, -4.708], [-2.938, -0.274, 0.253], [-1.797, -0.023, 0.306]], "atomic_forces_ev_per_a": [[-1.533, -3.392, -1.165], [1.274, 0.911, -1.009], [0.385, 0.099, -2.575], [1.517, 1.339, 1.186], [1.059, 1.476, 0.734], [1.329, 1.802, 0.755], [-0.082, -0.022, 0.026], [-0.124, -0.034, 0.192], [0.102, 0.013, -0.169], [-0.111, -0.040, -0.118], [1.680, 1.741, 0.701], [-0.038, -0.147, 0.300], [-0.193, 0.052, -0.243], [-0.005, 0.340, -0.061], [0.192, -0.173, 0.034], [2.602, 1.555, 0.904], [-0.113, -0.027, -0.074], [0.074, 0.092, -0.225], [-0.069, -0.040, 0.236], [-0.134, -0.278, -0.078], [-0.050, -0.210, -0.040], [-0.208, 0.005, -0.130], [-0.006, -0.189, 0.124], [0.159, 0.159, -0.045], [-0.154, -0.115, -0.072], [0.244, 0.060, -0.094], [-0.190, 0.149, 0.024], [-0.154, -0.247, -0.006], [-1.649, -1.287, 1.340], [-0.069, -0.150, -0.142], [0.626, 0.365, -0.414], [-0.025, -0.084, -0.066], [-1.661, -0.836, 1.579], [-0.065, 0.079, 0.156], [1.610, 1.476, -1.334], [-0.217, 0.036, 0.250], [-0.173, -1.079, 0.435], [0.291, -1.524, 0.850], [-0.376, 0.120, -0.400], [0.012, -1.839, -2.495], [-0.564, 0.473, 0.039], [0.131, -0.051, 0.010], [0.227, -0.637, -0.189], [-0.021, -0.017, -0.211], [-0.259, -0.225, -0.342], [0.203, -0.125, 0.220], [-0.460, 0.355, 0.061], [-0.334, -0.041, 0.013], [-0.213, 0.013, 0.151], [0.095, -0.258, 0.232], [0.027, 0.237, -0.165], [0.006, -0.135, -0.057], [0.107, -0.003, 0.067], [-0.086, 0.045, 0.002], [0.151, -0.293, 0.100], [0.207, -0.106, 0.051], [0.231, 0.050, -0.443], [-0.536, 0.245, 0.238], [0.270, 0.196, 0.167], [0.049, -0.165, 0.102], [0.006, -0.075, -0.331], [0.539, -0.120, 0.029], [-0.020, 0.151, 0.240], [-0.139, 0.126, -0.279], [-0.212, -0.172, -0.001], [1.716, 0.207, -0.303], [-6.877, 0.171, 1.731]], "homo_lumo_gap_ev": [2.04, 6.53], "charge": -1, "multiplicity": 6, "e_above_lowest_kj_mol": 13.3, "e_homo_ev": [0.4, -4.1], "energy_ha": -2627.85990}